Computed, not measured: an isolated ion of composition C8H13N2O and charge +1, with wB97M-V/def2-TZVPD.

Summary:
SMILES string ... C=C[C@H](c1ccno1)[NH+](C)C
Energy ... -497.00534 hartree
E_HOMO ... -13.5 eV
Charge ... +1
Kohn-Sham gap ... 10.5580 eV
ΔE to the lowest compared entry with this formula, charge and spin ... 3.960 eV

Cartesian coordinates (Å):
C -0.6801 1.0887 2.5737
C -0.3771 1.2894 1.3213
C 0.0582 0.0077 0.6324
C 1.3461 0.1271 -0.0933
C 1.8722 1.0122 -1.0882
C 3.1120 0.4736 -1.4502
N 3.2845 -0.6402 -0.8383
O 2.2320 -0.8589 0.0189
N -0.9446 -0.3963 -0.4116
C -0.7674 -1.8491 -0.8411
C -2.3217 -0.0070 -0.1945
H -0.9074 1.8699 3.3338
H -0.6946 0.0303 3.0013
H -0.3004 2.2751 0.9760
H 0.1649 -0.7808 1.4616
H 1.6146 2.0485 -1.5603
H 3.8350 0.7914 -2.1548
H -0.5688 0.0481 -1.3050
H -1.2446 -1.9258 -1.7586
H 0.3198 -2.1243 -0.8610
H -1.2187 -2.6458 -0.1841
H -2.7451 -0.4254 0.6666
H -2.2474 1.0164 -0.1730
H -2.8215 -0.4250 -1.0718